# 1
Entry from OMol25: 4 unconnected molecules or ions with the total composition C20H26N4O5S2 at a distorted geometry (the ωB97M-V functional and the def2-TZVPD basis).

```
! wB97M-V def2-TZVPD RIJCOSX def2/J DEFGRID3
* xyz 0 1
C -3.5835 -2.7607 -2.4195
S -2.5978 -1.6327 -3.3722
O -2.2203 -2.3563 -4.5533
O -3.2975 -0.3958 -3.5402
C -1.0383 -1.3585 -2.3351
N -0.0950 -2.3416 -2.8308
C -1.3135 -1.5307 -0.8524
C -2.1791 -0.4356 -0.2384
C -1.3567 0.8552 -0.2728
S -0.8626 1.2676 -1.9229
O 0.3384 2.0432 -1.8720
O -1.9984 1.8407 -2.5625
O -0.4265 -0.1097 -2.6470
H -2.9729 -3.6138 -2.1390
H -4.0553 -2.2839 -1.5675
H -4.3277 -3.0971 -3.1362
H 0.8040 -2.1104 -2.4199
H -0.3519 -3.2529 -2.4724
H -0.3505 -1.4901 -0.3501
H -1.7328 -2.5184 -0.6923
H -2.3797 -0.6919 0.7999
H -3.1317 -0.2950 -0.7478
H -0.4870 0.7448 0.3694
H -1.9508 1.6999 0.0737
C 2.4057 -4.0349 3.1902
C 2.8493 -3.1452 2.2254
C 1.9274 -2.6570 1.3157
N 0.6382 -2.9901 1.3104
C 0.2277 -3.8476 2.2437
C 1.0667 -4.3958 3.2012
H 3.0915 -4.4408 3.9224
H 3.8807 -2.8290 2.1682
H 2.2388 -1.9555 0.5479
H -0.8260 -4.1054 2.2202
H 0.6779 -5.0865 3.9366
C -3.6010 6.5846 -0.0137
C -2.8472 5.7431 -0.8139
C -2.8741 4.3824 -0.5483
N -3.5797 3.8386 0.4435
C -4.2987 4.6611 1.2046
C -4.3453 6.0335 1.0179
H -3.6099 7.6525 -0.1900
H -2.2516 6.1262 -1.6306
H -2.3074 3.6810 -1.1455
H -4.8639 4.1932 2.0035
H -4.9491 6.6531 1.6666
C 5.9786 1.4676 1.4527
C 6.6035 0.4420 2.1435
C 6.2571 -0.8653 1.8389
N 5.3525 -1.1938 0.9187
C 4.7628 -0.1956 0.2629
C 5.0376 1.1440 0.4893
H 6.2218 2.5014 1.6605
H 7.3447 0.6481 2.9031
H 6.7268 -1.6952 2.3563
H 4.0334 -0.4869 -0.4854
H 4.5258 1.9097 -0.0771
*
```

Computed properties:
- HOMO-LUMO gap: 0.3682 Ha
- Energy above the lowest of the compared OMol25 structures with the same formula, charge and spin: 82.24 kcal per mole
- LUMO level: 0.40 eV
- SMILES: CS(=O)(=O)[C@]1(N)CCCS(=O)(=O)O1.c1ccncc1.c1ccncc1.c1ccncc1
- HOMO level: -9.6 eV

---

# 2
Entry from OMol25: C20H26N4O6S in the gas phase at a distorted geometry (the ωB97M-V functional and the def2-TZVPD basis).

```
! wB97M-V def2-TZVPD RIJCOSX def2/J DEFGRID3
* xyz 0 1
O 0.7363 2.8045 -1.3839
C 1.0815 2.2254 -0.3823
C 2.4478 2.4884 0.2794
N 3.3007 1.3200 0.3096
C 3.1390 0.2404 1.1813
O 2.2323 0.1186 1.9776
N 4.1587 -0.6028 0.9583
C 5.0497 -0.1609 -0.0907
C 6.4852 0.0486 0.4097
C 7.1857 -1.2792 0.6819
C 7.1736 -2.1594 -0.5634
C 5.7405 -2.4136 -1.0190
C 5.0274 -1.0963 -1.3088
C 4.4252 1.1821 -0.4648
O 4.8342 1.9768 -1.2668
N 0.3493 1.3147 0.3084
C -0.9033 0.7923 -0.0015
C -1.6458 1.1991 -1.1100
C -2.8810 0.6253 -1.3522
C -3.3713 -0.3419 -0.4968
S -4.9812 -1.0575 -0.7650
O -5.4361 -0.7301 -2.0888
O -4.9655 -2.4376 -0.3762
N -5.8630 -0.2150 0.4052
C -6.9970 -0.9379 0.9558
C -8.2881 -0.5063 0.2702
O -8.5598 0.8701 0.4837
C -7.4085 1.6528 0.7172
C -6.1848 1.1362 -0.0318
C -2.6471 -0.7526 0.6074
C -1.4125 -0.1890 0.8552
H 2.9709 3.2483 -0.3066
H 2.2879 2.8428 1.3027
H 4.2547 -1.4769 1.4445
H 7.0235 0.6043 -0.3599
H 6.4636 0.6582 1.3157
H 8.2135 -1.0824 0.9899
H 6.6890 -1.7992 1.5043
H 7.6703 -3.1077 -0.3529
H 7.7241 -1.6612 -1.3635
H 5.7387 -3.0247 -1.9226
H 5.2015 -2.9667 -0.2464
H 5.5230 -0.5777 -2.1312
H 3.9911 -1.2813 -1.6002
H 0.7911 0.9014 1.1327
H -1.2498 1.9524 -1.7705
H -3.4706 0.9102 -2.2090
H -6.8088 -1.9999 0.7989
H -7.0537 -0.7413 2.0320
H -9.1470 -1.0554 0.6647
H -8.2017 -0.7058 -0.8079
H -7.1861 1.6852 1.7944
H -7.6552 2.6637 0.3827
H -6.3832 1.1401 -1.1112
H -5.3215 1.7779 0.1689
H -3.0606 -1.5170 1.2448
H -0.8267 -0.5022 1.7070
*
```

Computed properties:
- HOMO-LUMO gap: 0.3399 Ha
- Energy above the lowest of the compared OMol25 structures with the same formula, charge and spin: 0.00 kcal per mole
- LUMO level: 0.39 eV
- SMILES: O=C(CN1C(=O)NC2(CCCCC2)C1=O)Nc1ccc(S(=O)(=O)N2CCOCC2)cc1
- HOMO level: -8.9 eV

---

# 3
Entry from OMol25: 2 unconnected molecules or ions with the total composition C20H26NO2 at a distorted geometry (the ωB97M-V functional and the def2-TZVPD basis).

```
! wB97M-V def2-TZVPD RIJCOSX def2/J DEFGRID3
* xyz 1 1
C 5.6116 2.6266 2.5476
O 5.3115 1.2291 2.7528
C 4.0468 0.7785 2.5559
C 3.8171 -0.5910 2.8471
C 2.5573 -1.1281 2.7326
C 1.4378 -0.3311 2.3384
C 0.1193 -0.8801 2.2903
C -1.0389 -0.1234 2.5941
C -2.3481 -0.6551 2.3528
C -3.4626 0.1481 2.4888
C -3.3192 1.5088 2.8659
O -4.4735 2.2247 2.8338
C -5.5444 1.2960 2.4097
C -4.9193 -0.0933 2.2355
C -2.0656 2.0391 3.2150
C -0.9747 1.2061 3.1628
C 1.7193 1.0206 1.9608
C 2.9771 1.5801 2.0825
H 6.6841 2.6872 2.7362
H 5.3870 2.9379 1.5176
H 5.0636 3.2571 3.2622
H 4.6749 -1.1809 3.1662
H 2.4002 -2.1758 2.9856
H -0.0108 -1.8640 1.8163
H -2.4703 -1.6936 2.0387
H -6.3204 1.3201 3.1841
H -5.9625 1.6810 1.4709
H -5.1035 -0.4874 1.2312
H -5.3503 -0.7945 2.9605
H -2.0006 3.0814 3.5134
H -0.0192 1.5845 3.5211
H 0.9145 1.6401 1.5657
H 3.1413 2.6290 1.8209
C -1.2839 -7.7295 0.4548
C -1.8301 -6.3621 0.8693
C -0.7867 -5.5071 1.5861
C -1.2765 -4.1294 2.0265
N -0.2042 -3.2635 2.5931
H -2.0113 -8.2621 -0.1630
H -0.3593 -7.6348 -0.1238
H -1.0712 -8.3549 1.3280
H -2.1943 -5.8348 -0.0221
H -2.6965 -6.5096 1.5268
H -0.4538 -6.0501 2.4831
H 0.0832 -5.3861 0.9239
H -1.6831 -3.5733 1.1739
H -2.0870 -4.2249 2.7643
H 0.6956 -3.7434 2.5718
H -0.3936 -3.0019 3.5594
*
```

Computed properties:
- HOMO-LUMO gap: 0.2424 Ha
- Energy above the lowest of the compared OMol25 structures with the same formula, charge and spin: 63.38 kcal per mole
- LUMO level: -4.67 eV
- HOMO level: -11.3 eV

---

# 4
Entry from OMol25: 2 unconnected molecules or ions with the total composition C20H26NO3 at a distorted geometry (the ωB97M-V functional and the def2-TZVPD basis).

```
! wB97M-V def2-TZVPD RIJCOSX def2/J DEFGRID3
* xyz 1 1
C 4.8517 -1.0236 2.4875
C 3.9905 0.1636 2.1314
O 2.6371 -0.3711 2.1500
C 1.6590 0.4955 1.7869
C 0.3598 -0.1744 1.8494
C -0.7648 0.5764 1.9257
N -2.0284 0.0870 2.0252
C -3.0935 1.0845 1.9409
C -4.4579 0.5817 2.3886
O -4.6944 -0.7851 2.0535
C -3.7016 -1.6922 2.5326
C -2.2623 -1.3465 2.1300
O 1.8635 1.6470 1.4155
H 5.9074 -0.7939 2.3249
H 4.7097 -1.2881 3.5427
H 4.5760 -1.9034 1.8945
H 4.0981 0.9632 2.8864
H 4.2465 0.5454 1.1252
H 0.3781 -1.2608 1.9251
H -0.7062 1.6694 1.8896
H -2.7935 1.9303 2.5884
H -3.2033 1.4712 0.9025
H -4.5652 0.7737 3.4772
H -5.2311 1.1232 1.8270
H -3.7403 -1.7820 3.6360
H -4.0045 -2.6424 2.0717
H -2.0564 -1.8826 1.1763
H -1.5887 -1.7638 2.8980
C 1.3497 1.8660 -2.0697
C 2.8211 1.9327 -1.5416
C 3.2680 0.5056 -1.6067
C 2.2171 -0.3328 -1.9545
C 1.0529 0.4046 -2.2412
C -0.1179 -0.0850 -2.9110
C -0.2152 -1.4516 -3.2972
C -1.3592 -1.9377 -3.9305
C -2.4358 -1.0833 -4.2023
C -2.3122 0.2859 -3.9359
C -1.1721 0.7840 -3.3154
H 0.6464 2.4043 -1.4272
H 1.3307 2.3482 -3.0601
H 3.4106 2.6019 -2.1792
H 2.8430 2.3122 -0.5104
H 4.2940 0.2061 -1.3933
H 2.2740 -1.4106 -2.0449
H 0.6334 -2.1131 -3.1208
H -1.4077 -2.9910 -4.2082
H -3.3327 -1.4733 -4.6716
H -3.1137 0.9686 -4.2126
H -1.0599 1.8562 -3.1482
*
```

Computed properties:
- HOMO-LUMO gap: 0.1913 Ha
- Energy above the lowest of the compared OMol25 structures with the same formula, charge and spin: 36.02 kcal per mole
- LUMO level: -5.44 eV
- HOMO level: -10.6 eV

---

# 5
Entry from OMol25: a molecular structure, C20H27AsN3O8S3Ti (the ωB97M-V functional and the def2-TZVPD basis).

```
! wB97M-V def2-TZVPD RIJCOSX def2/J DEFGRID3
* xyz -1 1
Ti 0.8701 -0.1836 -0.8905
O -0.3164 -2.3314 3.0001
As 1.1022 -2.1015 1.9405
O 1.6419 -3.6263 1.7082
O 0.3961 -1.2742 0.6432
C 2.0231 -0.7501 2.9694
C 1.5991 -0.5286 4.2762
C 2.1542 0.5014 5.0202
C 3.1263 1.3166 4.4621
C 3.5543 1.0967 3.1635
C 3.0027 0.0648 2.4176
S 3.5953 -0.1672 0.7513
O 2.7530 0.7328 -0.0659
O 4.9815 0.2086 0.7815
O 3.2918 -1.5657 0.4686
H -0.3748 -3.2945 3.0595
H 0.8252 -1.1555 4.6947
H 1.8208 0.6674 6.0372
H 3.5591 2.1240 5.0400
H 4.3261 1.7041 2.7103
N 1.6431 -3.1101 -1.2758
N 2.6664 -2.8968 -2.2060
C 2.9883 -1.5814 -2.5333
O 4.0524 -1.3232 -3.0542
O 2.0200 -0.7139 -2.3099
H 1.9973 -3.3469 -0.3518
H 1.0179 -3.8316 -1.6066
H 3.5007 -3.4539 -2.0961
C -0.4722 4.1194 0.9896
C -0.2072 2.9650 0.0565
S -0.0718 1.3832 0.7995
C -0.1008 3.0713 -1.2779
C -0.2106 4.3564 -2.0560
S 0.1966 1.6529 -2.2735
H 0.0874 3.9828 1.9153
H -1.5332 4.1786 1.2585
H -0.1791 5.0751 0.5558
H -0.6675 5.1568 -1.4741
H -0.8122 4.1976 -2.9534
H 0.7761 4.6887 -2.3887
C -3.6938 0.6490 1.2049
N -3.4440 0.1080 -0.1540
C -3.0260 1.1970 -1.0882
C -2.4497 -1.0427 -0.0688
C -2.0439 -1.4996 -1.4367
C -3.0061 -2.2058 -2.1682
C -2.7651 -2.5860 -3.4742
C -1.5367 -2.2539 -4.0373
C -0.5825 -1.5736 -3.2987
C -0.7898 -1.1654 -1.9694
H -4.4745 1.4058 1.1570
H -2.7543 1.0837 1.5478
H -3.9881 -0.1651 1.8640
H -4.3034 -0.2880 -0.5291
H -2.1067 1.6407 -0.7110
H -3.8311 1.9300 -1.1227
H -2.8388 0.7703 -2.0688
H -2.9705 -1.8206 0.4952
H -1.6110 -0.6803 0.5121
H -3.9491 -2.4795 -1.6954
H -3.5061 -3.1406 -4.0367
H -1.3183 -2.5422 -5.0595
H 0.3665 -1.3490 -3.7679
*
```

Computed properties:
- HOMO-LUMO gap: 0.2235 Ha
- Energy above the lowest of the compared OMol25 structures with the same formula, charge and spin: 10.85 kcal per mole
- LUMO level: 1.87 eV
- HOMO level: -4.2 eV